No. 1
# C26H41N5O3Si

5 unconnected molecules or ions with the total composition C26H41N5O3Si in a non-equilibrium geometry (ωB97M-V/def2-TZVPD, OMol25).

ORCA input file:
```
! wB97M-V def2-TZVPD RIJCOSX def2/J DEFGRID3
* xyz 0 1
H -0.991 0.299 -1.331
N -1.050 0.959 -0.554
C -0.223 1.913 -0.733
C -0.118 2.982 0.304
C 0.698 2.001 -1.920
Si 1.942 0.574 -1.857
O 2.141 0.293 -0.247
C 3.525 1.086 -2.744
C 4.672 1.581 -1.873
O 4.944 0.781 -0.728
C 6.060 -0.082 -0.871
C 5.911 -1.125 -1.967
C 1.206 -0.904 -2.780
C 1.045 -2.128 -1.881
C 0.171 -3.263 -2.343
O 1.571 -3.339 -2.349
H -0.038 3.968 -0.152
H -0.973 2.947 0.972
H 0.791 2.815 0.887
H 0.098 1.924 -2.826
H 1.252 2.939 -1.899
H 2.816 -0.360 -0.042
H 3.229 1.906 -3.407
H 3.856 0.283 -3.403
H 4.506 2.615 -1.568
H 5.581 1.611 -2.484
H 6.144 -0.598 0.086
H 6.984 0.492 -0.994
H 4.886 -1.497 -1.982
H 6.580 -1.962 -1.777
H 6.146 -0.718 -2.949
H 0.228 -0.675 -3.204
H 1.885 -1.236 -3.567
H 1.075 -1.959 -0.811
H -0.335 -2.948 -3.244
H -0.355 -3.671 -1.491
C -4.820 -2.032 0.983
C -5.598 -1.025 1.616
C -4.924 0.162 1.464
N -3.778 -0.088 0.771
C -3.706 -1.418 0.466
H -5.050 -3.082 0.915
H -6.539 -1.158 2.124
H -5.166 1.157 1.795
H -3.074 0.589 0.513
H -2.870 -1.813 -0.088
C -0.717 -1.477 5.257
C -2.073 -1.695 5.627
C -2.813 -1.707 4.473
N -1.959 -1.504 3.427
C -0.682 -1.364 3.891
H 0.132 -1.411 5.917
H -2.459 -1.827 6.623
H -3.868 -1.840 4.305
H -2.237 -1.463 2.461
H 0.140 -1.196 3.216
C -8.736 -4.506 -0.861
C -9.802 -3.566 -0.903
C -9.245 -2.317 -0.829
N -7.889 -2.464 -0.742
C -7.571 -3.793 -0.763
H -8.817 -5.579 -0.898
H -10.854 -3.782 -0.979
H -9.698 -1.340 -0.832
H -7.224 -1.714 -0.666
H -6.547 -4.119 -0.706
C 5.716 6.037 0.859
C 7.052 5.830 1.297
C 7.263 4.477 1.337
N 6.109 3.861 0.941
C 5.162 4.803 0.647
H 5.220 6.983 0.717
H 7.774 6.587 1.555
H 8.133 3.905 1.612
H 5.971 2.867 0.875
H 4.179 4.516 0.315
*
```

Summary:
**HOMO energy**: -7.92 eV
**SMILES**: [H]/N=C(/C)C[Si@](O)(CCOCC)C[C@H]1CO1.c1cc[nH]c1.c1cc[nH]c1.c1cc[nH]c1.c1cc[nH]c1
**Largest force on an atom**: 2.7 eV/Å
**LUMO level**: 0.0118 Ha



No. 2
# C26H42BrMnN3P2S

A molecular structure, C26H42BrMnN3P2S in a non-equilibrium geometry (ωB97M-V/def2-TZVPD, OMol25).

ORCA input file:
```
! wB97M-V def2-TZVPD RIJCOSX def2/J DEFGRID3
* xyz 2 6
C -4.394 -5.498 3.304
C -3.157 -4.923 3.005
C -2.034 -5.762 3.129
C -2.204 -7.107 3.458
N -3.400 -7.641 3.708
C -4.476 -6.857 3.628
C -3.076 -3.512 2.579
C -2.774 -2.353 2.304
C -1.818 -1.347 2.040
C -1.382 -1.386 0.696
C -0.145 -0.722 0.395
C 0.588 -0.072 1.433
C 0.229 -0.278 2.776
C -1.026 -0.818 3.078
Mn -1.977 0.549 0.356
P -0.883 1.058 -2.206
H -1.047 -5.350 2.957
H -5.281 -4.875 3.279
H -1.339 -7.766 3.509
H -5.453 -7.303 3.819
H -1.365 -0.886 4.108
H -1.928 -1.987 -0.036
H 0.921 0.023 3.572
H 0.300 -0.750 -0.604
C -0.063 2.707 -2.476
C 0.833 2.919 -3.696
H 0.521 2.830 -1.552
H -0.872 3.447 -2.436
H 1.003 4.003 -3.814
H 1.829 2.462 -3.568
H 0.416 2.562 -4.653
C 0.473 0.027 -2.860
C -0.150 -1.294 -3.229
H 1.242 -0.079 -2.100
H 0.986 0.477 -3.711
H 0.596 -2.080 -3.362
H -0.840 -1.621 -2.448
H -0.686 -1.214 -4.174
C -2.219 1.100 -3.468
C -1.767 1.128 -4.925
H -2.808 2.005 -3.233
H -2.894 0.255 -3.279
H -2.575 0.785 -5.583
H -1.521 2.148 -5.239
H -0.899 0.488 -5.131
Br 0.054 2.280 1.095
P 3.665 0.840 1.059
C 2.947 0.761 -0.593
C 4.047 0.925 -1.633
H 2.159 1.525 -0.661
H 2.474 -0.214 -0.652
H 3.735 0.587 -2.622
H 4.368 1.969 -1.679
H 4.917 0.319 -1.342
C 3.044 2.347 1.861
C 3.957 2.718 3.007
H 2.041 2.142 2.238
H 2.944 3.154 1.134
H 3.728 3.705 3.409
H 3.861 1.989 3.794
H 4.991 2.725 2.661
C 3.142 -0.691 1.920
C 4.163 -1.797 2.196
H 2.338 -1.097 1.294
H 2.700 -0.370 2.862
H 3.677 -2.585 2.795
H 4.546 -2.266 1.278
H 5.034 -1.422 2.740
N -1.764 4.564 -0.045
C -2.830 3.951 -0.557
N -3.527 4.641 -1.473
S -3.395 2.319 -0.288
H -1.594 5.549 -0.282
H -1.113 4.114 0.588
H -4.374 4.194 -1.828
H -3.422 5.635 -1.629
*
```

Summary:
**HOMO energy (spin up / spin down)**: -13.33 / -13.33 eV
**Largest force on an atom**: 3.5 eV/Å
**LUMO level (spin up / spin down)**: -0.2685 / -0.3115 Ha